Entry 1:
ORCA calculation (wB97M-V/def2-TZVPD) on a structure of composition C19H32B2O4V.

Results
E	-2037.77657	a.u.
HOMO-LUMO gap (alpha / beta)	8.37 / 7.20	eV

Geometry as ORCA input:
```
! RIJCOSX wB97M-V def2-TZVPD def2/J DEFGRID3
* xyz 1 3
V -1.705 0.031 -0.633
C -3.287 -2.426 1.375
C -3.434 -1.228 0.486
C -3.640 -1.347 -0.899
C -3.815 -0.217 -1.706
C -3.786 1.063 -1.132
C -3.584 1.204 0.247
C -3.383 0.067 1.039
H -4.218 -2.592 1.920
H -2.494 -2.260 2.102
H -3.068 -3.324 0.801
H -3.647 -2.331 -1.352
H -3.948 -0.326 -2.773
H -3.883 1.942 -1.756
H -3.521 2.188 0.690
H -3.157 0.179 2.091
C 2.352 0.556 2.237
C 1.682 -0.804 2.095
C 2.715 -1.911 2.092
O 1.000 -0.791 0.803
B -0.306 -0.402 1.033
O -0.626 -0.419 2.368
C 0.504 -1.013 3.087
C 0.658 -0.301 4.414
C 0.156 -2.478 3.304
H 3.030 0.703 1.397
H 2.928 0.620 3.160
H 1.619 1.364 2.224
H 3.495 -1.681 1.367
H 2.276 -2.871 1.828
H 3.184 -1.998 3.074
H 0.748 0.776 4.285
H 1.543 -0.665 4.940
H -0.211 -0.500 5.041
H 0.028 -3.000 2.354
H -0.776 -2.543 3.867
H 0.930 -2.988 3.877
C -0.291 2.150 -3.673
C 0.585 1.089 -3.038
C 1.005 0.035 -4.032
O -0.245 0.441 -1.986
B 0.039 1.134 -0.764
O 1.085 1.966 -0.882
C 1.743 1.671 -2.164
C 2.325 2.957 -2.707
C 2.830 0.653 -1.861
H -1.187 1.681 -4.082
H 0.237 2.639 -4.492
H -0.588 2.910 -2.950
H 0.142 -0.309 -4.602
H 1.466 -0.820 -3.543
H 1.723 0.462 -4.735
H 1.580 3.748 -2.758
H 2.737 2.795 -3.705
H 3.134 3.291 -2.059
H 2.411 -0.269 -1.453
H 3.500 1.078 -1.115
H 3.413 0.421 -2.752
*
```


Entry 2:
ORCA calculation (wB97M-V/def2-TZVPD) on a cluster of 2 separate species, C19H32BBr2F9N3O4S in total.

Results
E	-7677.98335	a.u.
HOMO-LUMO gap	9.32	eV

Geometry as ORCA input:
```
! RIJCOSX wB97M-V def2-TZVPD def2/J DEFGRID3
* xyz 1 1
C 0.322 -1.709 3.620
C 0.001 -1.527 2.106
B -0.141 0.038 1.775
O -0.319 0.878 2.852
C -0.128 0.629 0.252
C -0.359 2.161 0.204
N 0.589 2.840 -0.744
C -1.387 -0.069 -0.416
C -1.145 -0.580 -1.888
C -0.553 -2.048 -1.905
C -0.885 -2.838 -3.199
C 0.233 -3.855 -3.548
F -0.251 -5.147 -3.442
N -2.408 -0.644 -2.641
C -3.485 -1.336 -1.923
C -2.845 0.636 -3.148
C -3.809 1.571 -2.399
O -2.491 0.989 -4.207
C -0.112 0.367 -2.526
F 0.113 -0.027 -3.816
N 1.226 0.330 -1.886
C 1.190 0.191 -0.411
S 2.699 0.897 0.322
O 2.425 1.941 1.252
O 3.571 1.430 -0.681
C 3.709 -0.356 1.258
F 3.019 -1.035 2.161
F 4.566 0.371 1.936
C 4.554 -1.330 0.386
F 5.265 -2.056 1.251
F 5.429 -0.739 -0.398
C 3.737 -2.353 -0.479
F 2.644 -2.801 0.097
F 4.506 -3.398 -0.674
F 3.512 -1.834 -1.689
H 1.051 -0.977 3.978
H 0.697 -2.713 3.845
H -0.581 -1.559 4.222
H -0.980 -1.971 1.878
H 0.816 -2.015 1.554
H -1.245 1.169 2.927
H -0.201 2.644 1.175
H -1.367 2.460 -0.106
H 1.172 3.482 -0.215
H 0.066 3.410 -1.402
H -2.257 0.589 -0.441
H -1.700 -0.949 0.159
H 0.540 -2.064 -1.793
H -1.008 -2.597 -1.071
H -1.026 -2.208 -4.079
H -1.807 -3.416 -3.076
H 0.632 -3.698 -4.557
H 1.083 -3.788 -2.851
H -3.945 -0.759 -1.106
H -3.202 -2.319 -1.538
H -4.287 -1.513 -2.653
H -3.433 2.598 -2.371
H -4.035 1.261 -1.371
H -4.768 1.585 -2.931
H -0.419 1.415 -2.594
H 1.726 1.184 -2.191
H 1.740 -0.444 -2.334
H 1.246 -0.895 -0.227
Br -2.513 3.522 3.718
C -0.964 3.364 4.898
C -0.818 4.577 5.776
Br -0.087 6.083 4.785
H -0.100 3.190 4.262
H -1.152 2.475 5.498
H -0.104 4.384 6.574
H -1.759 4.907 6.206
*
```


Entry 3:
ORCA calculation (wB97M-V/def2-TZVPD) on a structure of composition C19H32Br4CaCsIInLiMgO4.

Results
E	-12732.66987	a.u.
HOMO-LUMO gap	1.83	eV

Geometry as ORCA input:
```
! RIJCOSX wB97M-V def2-TZVPD def2/J DEFGRID3
* xyz 0 1
C -3.281 -0.685 -2.805
C -2.505 -1.676 -3.788
C -1.415 -0.780 -4.514
C -0.042 -1.502 -4.738
C 1.180 -0.400 -4.851
C 2.281 -0.517 -3.640
In 1.288 0.161 -1.681
O 1.931 -1.173 -0.209
C 1.797 -0.689 1.055
O 2.816 -0.439 1.670
C 0.441 -0.495 1.767
C 0.438 -0.009 3.162
C -0.869 0.205 3.869
C -2.142 -0.054 3.208
C -2.143 -0.561 1.852
C -0.871 -0.802 1.092
C 1.843 2.347 -1.219
I 3.745 2.610 -0.175
C 1.900 3.273 -2.607
C 0.642 4.332 -2.710
H -2.685 -0.610 -1.865
H -4.321 -1.059 -2.639
H -3.299 0.334 -3.308
H -2.064 -2.512 -3.195
H -3.265 -2.070 -4.514
H -1.309 0.155 -3.939
H -1.872 -0.497 -5.502
H -0.137 -2.040 -5.723
H 0.169 -2.298 -3.949
H 0.726 0.612 -4.942
H 1.735 -0.633 -5.854
H 2.657 -1.594 -3.556
H 3.136 0.171 -3.878
H -0.466 0.041 -1.868
H 1.411 0.217 3.746
H -0.805 0.588 4.913
H -3.087 0.145 3.754
H -3.088 -0.786 1.313
H -0.891 -1.187 0.057
H 1.008 2.795 -0.573
H 1.905 2.631 -3.555
H 2.871 3.909 -2.612
H -0.351 3.848 -3.096
H 0.891 5.180 -3.453
H 0.458 4.848 -1.690
Ca 2.447 -2.545 -4.874
Br 0.716 -5.132 -3.862
O 0.117 -3.856 2.189
H 0.928 -3.412 1.909
Li -3.698 1.725 -2.275
Cs 3.114 4.855 -1.424
C -0.780 -1.143 7.844
C 0.011 0.124 7.654
O -0.248 0.902 6.761
C 1.139 0.387 8.615
H -1.558 -1.202 7.082
H -0.125 -2.010 7.742
H -1.253 -1.143 8.828
H 1.878 -0.413 8.546
H 0.751 0.454 9.633
H 1.619 1.330 8.358
Br 3.267 0.507 4.455
Mg -1.004 -6.695 -2.872
Br -2.446 1.704 0.085
Br -0.957 2.179 -3.330
*
```


no.,F_max (eV/A)
1,0.60
2,3.82
3,19.14